Below is C37H49N3O6P2STi as an isolated structure, with properties calculated with wB97M-V/def2-TZVPD.

The geometry in XYZ format:
```
99
Properties=species:S:1:pos:R:3:mulliken_charge:R:1
Ti 0.147 -0.227 -0.329 -1.17
C 5.413 1.217 1.000 -1.49
C 4.227 0.309 1.326 0.75
C 4.659 -0.931 2.115 -1.28
P 3.091 -0.185 -0.063 1.96
C 4.042 -1.267 -1.247 1.86
C 3.661 -2.726 -0.963 -1.22
C 5.560 -1.136 -1.349 -1.78
C 2.857 1.398 -0.953 -0.69
C 3.718 1.918 -1.923 -0.17
C 3.443 3.116 -2.553 -0.69
C 2.262 3.789 -2.253 -1.45
C 1.380 3.272 -1.327 0.28
C 1.683 2.094 -0.634 -0.65
N 0.809 1.535 0.327 1.63
C 0.296 2.317 1.358 -0.11
C 0.689 3.650 1.562 -0.85
C 0.129 4.415 2.568 -1.05
C -0.831 3.882 3.415 -1.12
C -1.166 2.546 3.277 -0.80
C -0.611 1.747 2.279 0.37
P -0.654 -0.072 2.241 1.56
C 0.326 -0.534 3.750 0.70
C 1.724 0.052 3.616 -1.22
C -0.289 -0.193 5.105 -1.60
C -2.301 -0.841 2.691 0.51
C -3.076 -1.556 1.582 -1.43
C -3.277 0.068 3.438 -1.97
H 5.834 1.596 1.934 0.50
H 5.115 2.077 0.400 0.28
H 6.207 0.687 0.478 0.25
H 3.553 0.900 1.953 0.13
H 5.419 -1.493 1.569 0.30
H 3.822 -1.602 2.314 0.20
H 5.098 -0.634 3.071 0.42
H 3.611 -0.989 -2.209 -0.87
H 3.966 -3.025 0.043 0.33
H 4.155 -3.392 -1.676 0.55
H 2.585 -2.867 -1.049 -0.10
H 6.056 -1.461 -0.434 0.34
H 5.895 -0.124 -1.571 0.32
H 5.915 -1.786 -2.154 0.45
H 4.618 1.379 -2.186 0.07
H 4.128 3.514 -3.290 0.46
H 2.018 4.712 -2.766 0.40
H 0.444 3.778 -1.123 0.68
H 1.442 4.094 0.928 0.57
H 0.450 5.443 2.686 0.40
H -1.291 4.485 4.186 0.44
H -1.878 2.120 3.966 0.27
H 0.413 -1.619 3.660 0.63
H 1.703 1.144 3.674 0.27
H 2.138 -0.249 2.659 -0.74
H 2.376 -0.323 4.409 0.68
H -0.458 0.879 5.214 0.30
H 0.409 -0.491 5.891 0.47
H -1.227 -0.718 5.284 0.35
H -1.954 -1.616 3.383 0.61
H -3.592 -0.848 0.938 0.27
H -3.828 -2.194 2.054 0.56
H -2.446 -2.180 0.958 0.06
H -3.614 0.877 2.788 0.36
H -2.863 0.494 4.349 0.37
H -4.153 -0.520 3.720 0.50
C 4.058 2.415 -6.930 -1.60
C 3.126 1.725 -5.971 1.27
C 1.980 2.355 -5.502 -1.06
C 1.143 1.732 -4.589 -0.31
C 1.448 0.456 -4.154 0.23
C 2.572 -0.209 -4.630 -0.39
C 3.408 0.433 -5.525 -1.00
S 0.317 -0.405 -3.110 0.90
O 1.149 -1.065 -2.056 -0.67
O -0.456 -1.244 -3.970 -0.79
N -0.448 0.620 -2.205 0.48
C -1.856 0.908 -2.384 -0.92
C -2.500 0.761 -1.016 0.34
O -3.617 1.119 -0.760 -0.66
O -1.681 0.196 -0.135 0.28
H 3.633 3.350 -7.293 0.37
H 4.275 1.781 -7.790 0.41
H 5.009 2.644 -6.444 0.31
H 1.744 3.356 -5.844 0.32
H 0.264 2.237 -4.208 0.34
H 2.774 -1.225 -4.316 0.66
H 4.289 -0.079 -5.894 0.41
H -2.343 0.202 -3.062 0.46
H -2.038 1.921 -2.742 0.36
O 1.636 -2.725 1.930 -0.54
C 0.835 -3.069 1.088 -0.63
C 0.401 -4.511 0.843 -0.71
C -0.572 -4.430 -0.330 -0.99
C -0.656 -2.944 -0.618 -0.45
O -1.355 -2.399 -1.449 -0.51
N 0.181 -2.236 0.210 2.86
H -0.048 -4.896 1.758 0.30
H 1.289 -5.109 0.640 0.29
H -1.569 -4.813 -0.117 0.36
H -0.213 -4.932 -1.229 0.32
```

Calculated values
E: -3985.57625 a.u.
Spin multiplicity: 1
E_HOMO: -7.4 eV